13
Properties=species:S:1:pos:R:3:forces:R:3:nbo_charge:R:1 method="wB97M-V/def2-TZVPD" fmax_ev_per_a=1.7 de_lowest_kj_mol=141.9 smiles=Cc1cc(O)n[nH]1 gap_ev=9.55
C 1.690 -0.702 -0.825 0.1602 -0.1728 -0.1698 -0.647
C 0.423 -0.212 -0.237 0.0691 -0.0825 0.0558 0.179
C -0.907 -0.456 -0.539 0.0567 0.1795 0.0372 -0.398
C -1.589 0.332 0.418 0.4645 0.4539 0.3623 0.434
O -2.839 0.788 0.658 -0.1493 -0.5432 -0.3956 -0.659
N -0.760 0.928 1.253 0.2003 0.1038 -0.1066 -0.393
N 0.457 0.640 0.804 0.6041 -0.4578 0.1979 -0.335
H 2.162 -1.427 -0.155 0.0572 0.0286 -0.1399 0.225
H 2.381 0.130 -0.991 -0.0522 -0.1666 0.0030 0.226
H 1.494 -1.184 -1.780 0.0917 -0.0462 -0.0112 0.233
H -1.261 -1.095 -1.338 -0.1054 0.2914 0.1993 0.238
H -2.472 1.430 1.301 -1.6317 0.4168 0.2526 0.495
H 1.222 0.826 1.429 0.2347 -0.0049 -0.2851 0.403

---

13
Properties=species:S:1:pos:R:3:forces:R:3:nbo_charge:R:1 method="wB97M-V/def2-TZVPD" fmax_ev_per_a=3.7 de_lowest_kj_mol=461.9 smiles="[H]/N=N/[C@@]1(C=C)CO1" gap_ev=10.06
H 3.186 1.061 0.229 0.2385 0.2098 -0.2004 0.324
N 2.420 0.396 0.318 -2.2309 1.0183 -0.8935 -0.317
N 1.420 0.949 -0.226 1.0077 -1.2372 1.3581 -0.117
C 0.191 0.075 -0.131 2.8515 0.6275 -0.4871 0.228
C -1.063 0.750 -0.304 -1.5558 1.1828 1.1973 -0.252
C -1.990 0.448 0.575 -2.9901 0.9886 -0.6997 -0.338
C 0.465 -1.265 -0.526 -2.1940 -2.6962 -1.2897 -0.071
O 0.295 -0.992 0.800 -0.4309 1.3503 1.8988 -0.453
H -1.267 1.610 -0.882 0.6951 0.5979 -1.2002 0.229
H -3.065 0.851 0.657 2.0742 -0.4443 -0.3158 0.207
H -1.713 -0.366 1.135 -0.1065 -1.7156 1.9770 0.201
H -0.295 -1.966 -0.895 -0.0250 0.6168 -0.3784 0.177
H 1.417 -1.551 -0.750 2.6661 -0.4987 -0.9661 0.182

---

no.,HOMO energy (eV)
1,-8.67
2,-9.56